Entry 1:
A structure of composition C4H20KO8, computed with the ωB97M-V functional and the def2-TZVPD basis.

Calculated values
**Spin multiplicity**: 1
**Electronic energy**: -37171.467 eV
**Energy above the lowest of the compared OMol25 structures with the same formula, charge and spin**: 16.13 kcal per mole
**Charge**: +1
**Lowest unoccupied orbital energy**: -3.29 eV
**Largest force on an atom**: 0.0694 hartree/bohr
**HOMO-LUMO gap**: 9.63 eV

Geometry as XYZ:
```
33
C4H20KO8, DFT the ωB97M-V functional and the def2-TZVPD basis
K -14.55 -14.70 5.03
O -13.75 -16.59 3.38
H -14.62 -16.75 3.08
H -13.14 -17.10 2.84
O -17.05 -13.11 5.07
H -17.35 -13.64 4.35
H -17.11 -12.23 4.75
O -14.57 -11.84 5.83
H -14.59 -10.87 5.88
H -15.34 -12.24 6.17
O -15.86 -14.43 2.64
H -16.81 -14.56 2.44
H -15.76 -13.60 2.18
C -11.56 -13.06 4.32
C -10.91 -14.38 3.81
O -9.69 -14.45 4.56
O -12.83 -13.02 3.79
H -11.10 -12.11 3.95
H -11.51 -12.87 5.33
H -10.80 -14.37 2.78
H -11.44 -15.29 3.93
H -9.68 -15.23 5.13
H -13.30 -12.32 4.22
C -15.95 -17.80 6.61
C -17.07 -17.49 5.70
O -16.83 -16.15 5.21
O -15.96 -19.10 7.16
H -15.96 -17.21 7.49
H -14.95 -17.57 6.19
H -18.01 -17.43 6.25
H -17.06 -18.19 4.90
H -17.56 -15.93 4.67
H -15.00 -19.33 7.22
```

Results of the Mulliken charge analysis, in e, for atoms 1 through 6:
1 K 0.8740
2 O -0.4808
3 H 0.2575
4 H 0.2382
5 O -0.5382
6 H 0.2341

=====

Entry 2:
The molecule C7H13N2OPS, computed with the ωB97M-V functional and the def2-TZVPD basis.

Calculated values
**Spin multiplicity**: 1
**Electronic energy**: -32619.911 eV
**Energy above the lowest of the compared OMol25 structures with the same formula, charge and spin**: 18.81 kcal per mole
**Charge**: 0
**Lowest unoccupied orbital energy**: 0.30 eV
**SMILES string**: COP(SC(C)C)c1ncc[nH]1
**Largest force on an atom**: 0.0931 hartree/bohr
**HOMO-LUMO gap**: 8.73 eV

Geometry as XYZ:
```
25
C7H13N2OPS, DFT the ωB97M-V functional and the def2-TZVPD basis
C -0.31 3.13 0.77
O -0.92 2.07 0.05
P -0.33 0.61 0.47
S 0.96 0.04 -1.52
C 2.36 -0.66 -0.47
C 3.21 0.31 0.30
C 1.69 -1.78 0.23
C -1.85 -0.28 0.06
N -2.16 -1.34 0.73
C -3.27 -1.88 0.09
C -3.65 -1.05 -0.93
N -2.72 -0.09 -1.02
H -1.03 3.73 1.30
H 0.41 3.67 0.05
H 0.36 2.74 1.64
H 3.10 -1.00 -1.26
H 4.16 0.35 -0.07
H 2.70 1.25 0.31
H 3.19 0.09 1.41
H 1.48 -1.63 1.20
H 2.36 -2.68 0.26
H 0.88 -1.98 -0.40
H -3.81 -2.86 0.45
H -4.29 -1.25 -1.79
H -2.52 0.49 -1.89
```

Results of the Mulliken charge analysis, in e, for atoms 1 through 6:
1 C -0.7293
2 O -0.2463
3 P 0.0508
4 S -0.2383
5 C 0.3596
6 C -1.1642

=====

Entry 3:
A cluster of 2 separate species, C3H12N2OS in total, computed with the ωB97M-V functional and the def2-TZVPD basis.

Calculated values
**Spin multiplicity**: 1
**Electronic energy**: -19168.060 eV
**Energy above the lowest of the compared OMol25 structures with the same formula, charge and spin**: 15.70 kcal per mole
**Charge**: 0
**Lowest unoccupied orbital energy**: 0.70 eV
**SMILES string**: NCNCCS.O
**Largest force on an atom**: 0.0361 hartree/bohr
**HOMO-LUMO gap**: 10.03 eV

Geometry as XYZ:
```
19
C3H12N2OS, DFT the ωB97M-V functional and the def2-TZVPD basis
N -0.72 -2.49 0.86
C -0.26 -1.11 1.20
N 0.20 -0.37 0.02
C 1.23 0.62 0.26
C 0.70 2.01 0.61
S -0.31 2.77 -0.67
H 0.04 -2.91 0.34
H -1.48 -2.42 0.20
H 0.59 -1.35 1.84
H -1.11 -0.62 1.68
H -0.62 0.09 -0.36
H 1.89 0.70 -0.60
H 1.84 0.34 1.11
H 1.58 2.63 0.78
H 0.18 2.04 1.57
H 0.40 2.34 -1.72
O -1.36 -1.00 -2.71
H -1.05 -1.19 -1.81
H -1.74 -0.11 -2.60
```

Results of the Mulliken charge analysis, in e, for atoms 1 through 6:
1 N -0.6991
2 C -0.4984
3 N -0.1850
4 C -0.8888
5 C -0.5485
6 S -0.2410

=====

Entry 4:
A structure of composition C39H21N11V, computed with the ωB97M-V functional and the def2-TZVPD basis.

Calculated values
**Spin multiplicity**: 2
**Electronic energy**: -82864.456 eV
**<S²>**: 1.064
**Charge**: 0
**Lowest unoccupied orbital energy (spin up / spin down)**: -1.53 / -1.58 eV
**Largest force on an atom**: 0.0295 hartree/bohr
**HOMO-LUMO gap (spin up / spin down)**: 4.91 / 4.72 eV

Geometry as XYZ:
```
72
C39H21N11V, DFT the ωB97M-V functional and the def2-TZVPD basis
V -0.29 0.08 0.46
C -0.60 4.74 5.09
C 0.71 4.99 4.67
C 1.33 4.19 3.73
C 0.60 3.13 3.21
C 0.94 2.09 2.23
N -0.14 1.29 2.04
C -1.17 1.70 2.88
N -2.31 1.10 3.03
C -2.68 0.00 2.36
C -3.80 -0.82 2.72
C -4.70 -0.78 3.79
C -5.67 -1.76 3.86
C -5.75 -2.77 2.88
C -4.87 -2.83 1.83
C -3.88 -1.84 1.75
C -2.81 -1.61 0.83
N -2.60 -2.33 -0.29
C -1.50 -2.30 -0.98
N -0.37 -1.57 -0.67
C 0.61 -1.85 -1.57
N 1.88 -1.45 -1.56
C 2.36 -0.54 -0.74
N 1.65 0.28 0.10
C 2.50 1.08 0.81
N 2.16 1.96 1.72
C 3.86 0.79 0.38
C 5.09 1.33 0.74
C 6.22 0.84 0.11
C 6.13 -0.17 -0.86
C 4.91 -0.71 -1.22
C 3.78 -0.22 -0.59
C 0.08 -2.76 -2.58
C 0.64 -3.29 -3.73
C -0.14 -4.14 -4.50
C -1.46 -4.44 -4.12
C -2.02 -3.91 -2.97
C -1.24 -3.05 -2.21
N -2.12 -0.50 1.22
C -0.71 2.88 3.62
C -1.33 3.67 4.57
H -1.06 5.38 5.83
H 1.24 5.83 5.10
H 2.34 4.37 3.41
H -4.63 0.00 4.54
H -6.39 -1.75 4.67
H -6.53 -3.52 2.97
H -4.92 -3.61 1.08
H 5.15 2.11 1.49
H 7.19 1.24 0.36
H 7.04 -0.52 -1.34
H 4.83 -1.49 -1.97
H 1.66 -3.06 -4.01
H 0.26 -4.57 -5.40
H -2.04 -5.10 -4.74
H -3.04 -4.14 -2.68
H -2.34 3.47 4.89
N -2.82 1.49 -0.86
C -1.83 1.02 -0.43
H -3.80 1.41 -0.63
N 3.04 -1.02 -5.97
C 2.48 -0.36 -5.22
C 1.77 0.47 -4.28
C 2.47 1.36 -3.46
C 1.74 2.08 -2.52
N 0.42 1.96 -2.36
C -0.23 1.14 -3.18
C 0.39 0.37 -4.15
H 3.54 1.46 -3.54
H 2.25 2.75 -1.85
H -1.30 1.06 -3.03
H -0.17 -0.32 -4.77
```

Results of the Mulliken charge analysis, in e, for atoms 1 through 6:
1 V 0.8071
2 C -0.6199
3 C -0.6363
4 C -0.1089
5 C 0.2491
6 C -0.2751

=====

Entry 5:
A cluster of 2 separate species, C7H11N in total, computed with the ωB97M-V functional and the def2-TZVPD basis.

Calculated values
**Spin multiplicity**: 1
**Electronic energy**: -8917.218 eV
**Energy above the lowest of the compared OMol25 structures with the same formula, charge and spin**: 242.38 kcal per mole
**Charge**: 0
**Lowest unoccupied orbital energy**: 0.80 eV
**Largest force on an atom**: 0.1310 hartree/bohr
**HOMO-LUMO gap**: 9.07 eV

Geometry as XYZ:
```
19
C7H11N, DFT the ωB97M-V functional and the def2-TZVPD basis
C 2.73 0.05 0.16
C 1.10 -0.02 -0.36
C 0.55 -1.20 -0.33
C -0.94 -1.58 0.11
C -1.14 0.59 0.50
C -0.67 2.04 0.05
C -0.09 0.91 -0.62
H 4.07 0.51 -0.37
H 3.10 -0.94 0.74
H 2.94 0.41 1.29
H 1.01 -2.14 -0.26
H -1.11 -2.66 -0.27
H -0.73 -1.66 1.41
H -2.41 -0.45 -0.67
H -0.21 0.47 1.31
H -1.45 2.79 -0.43
H -0.05 2.58 0.98
H -0.58 0.51 -1.61
N -1.97 -0.60 0.12
```

Results of the Mulliken charge analysis, in e, for atoms 1 through 6:
1 C -1.0687
2 C 0.0355
3 C -0.4165
4 C -0.5819
5 C -0.4065
6 C -0.2934

=====

Entry 6:
A structure of composition C44H45AsNO7OsS6SeTe, computed with the ωB97M-V functional and the def2-TZVPD basis.

Calculated values
**Spin multiplicity**: 6
**Electronic energy**: -263134.070 eV
**<S²>**: 8.790
**Energy above the lowest of the compared OMol25 structures with the same formula, charge and spin**: 22.31 kcal per mole
**Charge**: -2
**Lowest unoccupied orbital energy (spin up / spin down)**: 3.60 / 2.29 eV
**Largest force on an atom**: 0.0540 hartree/bohr
**HOMO-LUMO gap (spin up / spin down)**: 3.82 / 4.34 eV

Geometry as XYZ:
```
107
C44H45AsNO7OsS6SeTe, DFT the ωB97M-V functional and the def2-TZVPD basis
Os -0.43 -0.45 0.41
S -1.25 2.80 1.26
C -0.67 4.16 0.29
C -0.68 5.41 0.90
C -0.20 6.51 0.23
C 0.34 6.36 -1.04
C 0.35 5.11 -1.63
C -0.19 3.99 -1.01
As -0.13 2.23 -1.87
C -2.07 1.97 -2.01
C -2.52 0.76 -2.53
C -3.87 0.56 -2.76
C -4.79 1.55 -2.44
C -4.35 2.74 -1.89
C -3.00 2.95 -1.67
C 0.02 2.98 -3.73
C -1.05 3.43 -4.49
C -0.86 3.94 -5.76
C 0.42 4.04 -6.29
C 1.50 3.59 -5.54
C 1.30 3.06 -4.28
H -1.05 5.49 1.91
H -0.20 7.48 0.71
H 0.78 7.19 -1.56
H 0.81 4.99 -2.61
H -1.80 -0.01 -2.79
H -4.21 -0.37 -3.17
H -5.84 1.40 -2.61
H -5.06 3.51 -1.63
H -2.67 3.89 -1.26
H -2.05 3.37 -4.07
H -1.71 4.28 -6.33
H 0.57 4.45 -7.28
H 2.50 3.66 -5.95
H 2.14 2.71 -3.69
C 1.52 -1.10 -2.34
C 2.20 -0.82 -1.00
O 3.41 -1.09 -0.86
N 1.46 -0.28 -0.06
Te 3.03 0.44 1.39
C 4.46 1.54 2.75
C 5.75 1.67 2.22
C 6.17 0.89 1.00
C 6.66 2.53 2.81
C 6.32 3.31 3.91
C 7.30 4.29 4.48
C 5.04 3.18 4.42
C 4.11 2.31 3.86
C 2.74 2.26 4.46
C 2.21 -0.79 2.97
C 0.99 -0.77 3.64
C 0.05 0.39 3.60
C 0.62 -1.85 4.43
C 1.42 -2.97 4.55
C 1.00 -4.19 5.33
C 2.65 -2.96 3.92
C 3.05 -1.89 3.14
C 4.41 -1.89 2.52
H 2.19 -1.68 -2.96
H 1.28 -0.16 -2.82
H 0.60 -1.65 -2.16
H 5.36 0.91 0.28
H 6.40 -0.14 1.25
H 7.05 1.35 0.55
H 7.66 2.62 2.39
H 8.32 3.99 4.27
H 7.19 4.38 5.56
H 7.13 5.28 4.04
H 4.74 3.79 5.26
H 2.75 2.65 5.48
H 2.36 1.25 4.46
H 2.08 2.88 3.86
H 0.44 1.18 2.96
H -0.10 0.79 4.60
H -0.92 0.08 3.23
H -0.34 -1.81 4.93
H -0.02 -4.08 5.70
H 1.67 -4.35 6.18
H 1.05 -5.07 4.70
H 3.32 -3.82 4.02
H 4.99 -2.76 2.85
H 4.93 -0.98 2.81
H 4.32 -1.91 1.43
O 3.51 2.17 -0.10
Se 2.21 3.07 0.41
O 2.80 4.34 1.19
O -0.54 1.59 0.57
O 1.81 1.90 1.73
C -0.13 -4.70 0.52
C -0.24 -3.20 0.73
O -0.14 -2.71 1.86
O -0.40 -2.46 -0.30
H -0.71 -5.22 1.27
H 0.92 -4.97 0.64
H -0.47 -4.96 -0.48
C -4.03 -3.71 0.15
S -3.81 -2.42 -1.12
C -4.61 -1.09 -0.29
C -4.03 -0.37 0.69
S -2.52 -0.71 1.45
S -5.03 0.87 1.44
C -6.23 0.87 0.13
S -7.63 1.80 0.31
S -6.29 -0.72 -0.67
H -3.62 -4.63 -0.27
H -5.09 -3.82 0.36
H -3.48 -3.42 1.04
```

Results of the Mulliken charge analysis, in e, for atoms 1 through 6:
1 Os 1.2417
2 S -0.3512
3 C 1.5243
4 C -1.0605
5 C -0.7653
6 C -0.7790

=====

Entry 7:
A structure of composition C40H105B2ClF8N5O19Ti, computed with the ωB97M-V functional and the def2-TZVPD basis.

Calculated values
**Spin multiplicity**: 1
**Electronic energy**: -148257.127 eV
**Charge**: +1
**Lowest unoccupied orbital energy**: -5.07 eV
**Largest force on an atom**: 0.1114 hartree/bohr
**HOMO-LUMO gap**: 5.44 eV

Geometry as XYZ:
```
181
C40H105B2ClF8N5O19Ti, DFT the ωB97M-V functional and the def2-TZVPD basis
Ti 14.35 11.81 21.43
B 15.74 14.80 19.09
F 15.02 13.05 20.60
F 14.60 15.32 18.58
F 16.17 15.39 20.16
F 16.39 13.93 18.35
B 11.90 7.30 23.70
F 14.31 10.12 22.09
F 12.70 7.64 24.64
F 10.69 7.90 23.62
F 12.30 6.39 22.87
Cl 11.48 15.91 20.89
O 12.61 15.00 20.55
O 10.50 15.76 19.80
O 10.93 15.39 22.19
O 11.96 17.25 20.93
C 18.25 20.25 22.32
C 17.50 20.80 21.06
O 16.33 20.10 20.86
H 18.51 19.17 22.23
H 17.65 20.34 23.26
H 19.19 20.81 22.44
H 18.30 20.58 20.31
H 17.31 21.85 21.11
H 16.02 20.16 19.92
C 18.68 9.87 14.57
C 17.43 9.64 15.35
O 17.71 8.94 16.56
H 19.46 10.52 15.01
H 18.48 10.26 13.54
H 19.24 8.97 14.39
H 16.75 9.03 14.83
H 16.97 10.59 15.59
H 17.86 7.99 16.38
C 19.51 15.74 22.77
C 19.51 16.04 24.26
O 18.19 15.65 24.83
H 20.46 16.04 22.36
H 18.69 16.12 22.14
H 19.45 14.62 22.65
H 19.67 17.11 24.47
H 20.24 15.36 24.71
H 18.12 16.30 25.56
C 14.75 17.74 22.46
C 14.58 17.08 23.81
O 15.47 16.00 24.04
H 14.42 17.05 21.66
H 15.71 18.21 22.29
H 14.04 18.59 22.38
H 13.57 16.70 23.81
H 14.74 17.82 24.61
H 16.37 16.30 24.13
C 14.12 10.32 13.86
C 13.13 10.94 14.74
O 13.75 11.81 15.70
H 14.98 9.93 14.42
H 14.45 11.07 13.13
H 13.61 9.56 13.23
H 12.54 10.16 15.21
H 12.41 11.47 14.15
H 13.50 12.73 15.42
C 16.97 18.48 15.80
O 17.48 18.91 17.04
C 16.98 18.19 18.16
C 15.45 18.13 18.27
N 14.95 19.57 18.46
C 13.52 19.51 18.57
C 13.01 20.87 18.82
O 12.80 21.55 17.58
C 11.62 22.33 17.59
H 17.45 19.00 14.97
H 15.98 18.65 15.67
H 17.13 17.44 15.58
H 17.28 18.75 19.02
H 17.42 17.21 18.12
H 15.15 17.62 19.17
H 14.93 17.72 17.44
H 15.16 20.01 17.57
H 13.26 18.86 19.42
H 13.00 19.16 17.67
H 13.58 21.50 19.45
H 12.02 20.83 19.33
H 11.74 23.21 18.27
H 10.78 21.67 17.82
H 11.54 22.80 16.62
C 9.73 10.21 18.32
O 10.80 10.92 18.88
C 11.50 11.83 18.08
C 12.76 12.41 18.79
N 13.49 11.27 19.50
C 14.39 10.53 18.51
C 14.70 9.09 18.94
O 15.80 9.24 19.91
C 16.06 8.10 20.80
H 10.09 9.35 17.70
H 9.04 10.81 17.74
H 9.22 9.83 19.18
H 10.81 12.60 17.67
H 11.82 11.30 17.19
H 12.44 13.14 19.54
H 13.51 12.86 18.18
H 12.72 10.72 19.88
H 15.32 11.07 18.44
H 13.83 10.43 17.56
H 14.99 8.42 18.12
H 13.78 8.70 19.41
H 16.95 8.44 21.34
H 16.30 7.16 20.23
H 15.25 7.91 21.54
C 24.08 17.60 21.82
O 23.54 16.39 22.39
C 24.32 15.29 21.90
C 23.62 14.01 22.15
N 22.38 13.91 21.36
C 21.27 13.04 21.78
C 21.40 11.56 21.31
O 20.46 10.86 22.11
C 20.60 9.44 21.91
H 24.15 17.53 20.76
H 25.10 17.80 22.24
H 23.43 18.40 22.17
H 25.29 15.34 22.40
H 24.36 15.46 20.80
H 23.35 13.88 23.20
H 24.33 13.22 21.91
H 22.02 14.88 21.34
H 20.32 13.35 21.42
H 21.20 13.04 22.88
H 22.39 11.27 21.65
H 21.29 11.38 20.21
H 19.72 8.96 22.41
H 21.55 9.05 22.26
H 20.46 9.16 20.87
C 13.75 10.85 10.22
O 12.89 11.85 10.73
C 13.26 13.12 10.11
C 14.28 13.78 11.03
N 13.66 14.38 12.20
C 14.57 14.81 13.26
C 13.77 15.50 14.34
O 13.08 14.52 15.05
C 12.24 15.06 16.07
H 14.81 10.95 10.51
H 13.65 10.78 9.11
H 13.35 9.94 10.65
H 12.37 13.74 10.07
H 13.68 12.98 9.10
H 14.76 14.58 10.48
H 15.03 13.05 11.25
H 12.96 13.69 12.58
H 15.25 15.53 12.81
H 15.22 14.01 13.68
H 13.02 16.17 13.94
H 14.55 16.06 14.96
H 11.48 15.71 15.64
H 12.79 15.56 16.92
H 11.79 14.26 16.57
C 11.22 11.61 22.05
O 12.49 12.29 22.31
C 12.56 12.99 23.58
C 13.90 13.63 23.54
N 14.98 12.67 23.20
C 16.44 12.99 23.28
C 17.13 11.74 22.82
O 16.76 11.29 21.48
C 17.71 11.65 20.51
H 11.24 11.02 21.13
H 10.51 12.38 21.88
H 10.95 10.93 22.83
H 12.34 12.21 24.28
H 11.73 13.65 23.63
H 14.09 14.14 24.46
H 13.98 14.40 22.78
H 14.81 11.96 23.90
H 16.67 13.18 24.31
H 16.62 13.89 22.71
H 16.90 10.82 23.40
H 18.24 11.81 22.74
H 17.29 11.33 19.58
H 18.69 11.28 20.76
H 17.79 12.75 20.44
```

Results of the Mulliken charge analysis, in e, for atoms 1 through 6:
1 Ti -0.3999
2 B -0.6821
3 F 0.8568
4 F 0.3841
5 F 0.2457
6 F 0.0713